No. 1
25
Properties=species:S:1:pos:R:3:mulliken_charge:R:1 method="wB97M-V/def2-TZVPD" orbital_gap_ev=3.2 charge=-4 max_force_ev_per_a=2.1 energy_ha=-4105.8944 relative_energy_kcal_mol=13.7
Zn -0.45 -0.12 0.13 1.2016
S 1.17 -2.21 -2.14 0.9678
O 0.30 -1.43 -1.20 -0.3744
O 0.72 -3.61 -2.10 -0.8431
O 0.94 -1.63 -3.50 -0.8485
O 2.57 -2.14 -1.78 -0.6871
S 2.75 0.93 1.04 0.9564
O 3.77 -0.11 0.91 -0.7557
O 1.38 0.38 0.72 -0.6127
O 2.70 1.46 2.43 -0.7876
O 3.07 2.08 0.14 -0.8512
S -1.65 2.53 1.45 1.1293
O -1.60 1.05 1.17 -0.5401
O -1.58 3.26 0.17 -0.9064
O -2.98 2.80 2.09 -0.8242
O -0.55 2.86 2.34 -0.6663
O -2.41 -1.06 -0.42 -0.3297
H -3.29 -0.85 -0.74 0.2015
H -2.42 -2.01 -0.26 0.2457
O -0.71 1.11 -1.55 -0.3375
H -0.92 2.02 -1.28 0.3220
H -0.26 1.16 -2.39 0.2428
O -0.31 -1.85 1.40 -0.3979
H -0.04 -1.90 2.33 0.2237
H -0.19 -2.73 1.04 0.2716

=====

No. 2
12
Properties=species:S:1:pos:R:3:mulliken_charge:R:1 method="wB97M-V/def2-TZVPD" orbital_gap_ev=7.7 max_force_ev_per_a=2.0 energy_ha=-489.8368 relative_energy_kcal_mol=90.8
H 1.85 -1.64 0.71 0.2627
C 1.05 -1.04 0.29 -0.5411
C -0.03 -0.92 1.07 0.1162
O -1.33 -0.89 0.54 -0.2183
C -1.61 0.02 -0.35 -0.0350
O -2.85 -0.16 -0.70 -0.3970
Ag -0.03 2.01 -0.87 0.4142
O 2.10 2.09 -0.70 -0.8515
H 1.26 -1.08 -0.78 0.2470
H 2.74 2.16 0.00 0.1797
H -0.04 -1.04 2.15 0.3449
H -3.11 0.49 -1.36 0.4782

=====

No. 3
77
Properties=species:S:1:pos:R:3:mulliken_charge:R:1 method="wB97M-V/def2-TZVPD" orbital_gap_ev=7.5 max_force_ev_per_a=5.5 energy_ha=-2320.5086
N 4.25 0.19 1.71 -0.4458
C 4.24 -0.18 0.25 -0.8317
C 2.80 -0.58 -0.29 0.6971
C 2.66 -1.99 -1.00 -0.2462
O 3.78 -2.92 -1.18 -0.2025
N 3.26 -4.10 -0.74 0.0725
O 4.04 -4.69 -0.07 -0.3700
C 1.26 -2.43 -1.56 -0.5228
C -0.03 -1.55 -1.40 0.3068
N -1.26 -2.09 -1.92 -0.6280
C -2.34 -1.21 -1.67 -0.4423
C -2.22 0.17 -0.96 0.3885
C -3.58 1.02 -0.77 -0.8387
C -4.32 0.34 0.53 -0.6494
C -3.28 0.02 1.70 0.6552
F -2.82 1.08 2.57 -0.1996
C -2.71 -1.26 1.97 -0.0948
F -3.38 -2.49 1.69 -0.2514
F -1.39 -1.26 2.52 -0.1750
N -1.01 0.73 -0.48 -0.2567
C 0.09 -0.17 -0.70 0.1722
C 1.52 0.28 -0.18 0.4605
B 1.61 1.77 0.51 0.4629
N 2.69 2.74 0.06 -0.6411
O 0.71 2.24 1.53 -0.2247
H 5.21 0.25 2.08 0.2395
H 3.69 -0.46 2.27 0.1998
H 4.90 -1.13 0.18 0.4262
H 4.78 0.60 -0.40 0.0115
H 1.15 -3.45 -2.11 0.4423
H -3.38 -1.54 -2.03 0.3898
H -3.35 2.10 -0.48 0.3736
H -4.26 0.93 -1.70 0.3733
H -4.79 -0.66 0.20 0.2809
H -5.10 1.04 0.99 0.4605
H 3.43 2.75 0.79 0.2123
H 2.28 3.68 0.08 0.2821
H 0.12 1.51 1.82 0.0889
O -4.81 -3.91 -0.63 -0.5815
H -5.06 -4.84 -0.52 0.2965
H -4.52 -3.64 0.25 0.3149
O -3.29 -0.49 -4.68 -0.6042
H -2.76 -1.29 -4.81 0.3141
H -3.02 0.10 -5.39 0.2942
O 5.75 1.69 -2.06 -0.6097
H 6.24 2.35 -1.55 0.2810
H 5.82 2.00 -2.97 0.2799
O -0.58 4.11 3.31 -0.5984
H -1.17 4.30 2.58 0.2529
H 0.24 3.81 2.88 0.4630
O 2.07 4.99 2.49 -0.6144
H 1.73 5.53 3.22 0.2856
H 2.77 4.46 2.90 0.3046
O 1.52 4.25 5.20 -0.6159
H 1.76 3.32 5.32 0.2954
H 0.58 4.28 5.42 0.3071
O 2.10 -4.93 -3.59 -0.6076
H 2.76 -4.48 -4.14 0.3061
H 2.59 -5.65 -3.18 0.3007
O -7.08 0.58 1.23 -0.5843
H -7.87 0.49 1.77 0.2677
H -7.39 0.45 0.33 0.2955
O 3.92 -2.63 2.19 -0.6288
H 3.12 -2.73 2.73 0.3171
H 3.62 -2.77 1.29 0.3099
O -3.08 0.66 -7.73 -0.6103
H -2.30 0.64 -8.30 0.3122
H -3.81 0.45 -8.34 0.3101
O -3.94 3.69 2.47 -0.6122
H -3.72 2.76 2.59 0.3364
H -4.88 3.74 2.70 0.3008
O 5.19 -4.03 -3.84 -0.6288
H 6.13 -3.81 -3.90 0.2873
H 4.98 -3.90 -2.91 0.3293
O -1.03 0.43 5.02 -0.6417
H -1.62 0.63 4.29 0.2970
H -0.23 0.11 4.59 0.3030